{"formula": "C14H32ClN2O11P2SiTc", "method": "ωB97M-V/def2-TZVPD", "species": ["O", "H", "H", "H", "N", "C", "C", "H", "H", "O", "C", "O", "H", "H", "O", "O", "H", "C", "H", "H", "C", "O", "H", "O", "P", "C", "Tc", "H", "H", "O", "O", "C", "H", "H", "Cl", "O", "H", "H", "H", "C", "C", "H", "C", "H", "H", "H", "N", "H", "C", "Si", "O", "H", "H", "H", "P", "H", "C", "H", "H", "C", "H", "H", "C", "H"], "positions_angstrom": [[1.045, 0.638, 3.917], [3.440, 0.399, 2.161], [2.814, -1.377, 3.743], [-1.844, 0.994, 4.888], [-1.459, 1.837, -1.138], [2.634, -2.309, 3.200], [-2.116, 3.339, -2.641], [5.330, -1.264, 0.073], [2.724, -4.822, 1.496], [0.618, -0.774, 1.742], [4.582, -1.746, 0.707], [-0.958, -1.043, -1.143], [0.720, -4.651, -0.976], [3.013, -1.927, -1.485], [0.134, 2.186, 1.299], [-0.520, -2.119, -3.208], [1.380, -4.768, 2.645], [-0.457, -3.480, 1.122], [-3.410, 1.108, -0.680], [-0.903, -4.446, 0.868], [3.227, -1.041, 0.507], [-0.337, 3.047, 3.668], [-4.164, 2.804, -2.403], [-1.977, -0.261, -3.156], [0.154, -0.257, 3.160], [1.270, -3.760, -0.660], [-0.347, 0.562, 0.024], [4.189, 0.884, 0.637], [0.481, 2.621, 4.001], [-0.284, -1.562, 3.948], [-2.162, 3.118, 2.012], [1.054, -3.546, 0.845], [1.225, -5.676, 1.142], [-0.937, -2.724, 0.499], [-0.778, -0.843, -2.655], [0.342, 0.059, -2.770], [1.968, -0.533, -1.224], [4.932, -1.683, 1.738], [-0.674, -3.285, 2.175], [1.635, -4.765, 1.585], [-2.356, 0.597, 4.011], [2.439, 0.982, 0.831], [-2.776, 1.788, -1.222], [3.696, -0.305, -1.463], [1.995, -2.952, 3.804], [-3.236, 1.209, 3.811], [-3.207, 2.681, -2.118], [-2.674, -0.423, 4.226], [-1.034, 2.810, -2.022], [1.931, -1.994, 1.497], [-2.060, 0.137, 1.587], [0.133, -1.626, 4.819], [4.544, -2.802, 0.422], [-2.186, -0.824, 1.646], [-0.871, 2.310, 2.399], [0.010, 3.033, -2.157], [3.321, 0.384, 1.075], [3.592, -2.820, 3.099], [-2.225, 4.009, 2.384], [-1.435, 0.616, 2.801], [-2.202, 4.106, -3.388], [0.909, -2.927, -1.259], [2.949, -0.956, -0.998], [2.324, -3.928, -0.893]], "lumo_energy_ev": [-2.93, -2.70], "homo_ha": [-0.4194, -0.4078], "e_above_lowest_ev": 0.000, "orbital_gap_ha": [0.312, 0.309], "charge": 1, "mol_weight_g_mol": 627.90, "spin_multiplicity": 2}